[1]
130
Properties=species:S:1:pos:R:3:forces:R:3 method="wB97M-V/def2-TZVPD" spin_multiplicity=1 total_energy_ev=-220264.9710 charge=+1 orbital_gap_ev=5.486 homo_ev=-11.3 e_lumo_ev=-5.80
C 15.6473 8.7381 9.9704 0.3 0.1 0.1
H 16.4451 8.2092 13.8614 0.1 0.1 -0.2
H 12.2670 9.6183 8.3406 0.0 0.5 0.0
O 7.6069 14.2370 8.5994 1.4 -0.8 -0.7
H 2.1733 2.0893 4.0581 -0.2 0.0 0.5
H 7.8500 9.0623 9.7151 0.1 0.0 0.0
H 7.5838 1.2501 7.5071 0.0 -0.3 -0.5
O 9.9152 6.9456 10.5230 -5.8 -2.9 -4.5
O 12.7161 7.1256 8.6193 -0.4 -0.8 0.1
C 9.1122 -0.3836 11.4746 -0.8 0.3 -0.6
O 2.3761 2.5988 6.4132 0.6 -0.3 -0.3
H 9.3457 13.7164 7.1806 0.0 0.5 -0.2
H 8.4412 3.7243 11.7503 0.1 0.3 0.4
O 10.1078 10.1767 11.2105 -0.8 0.1 0.7
Cl 7.9549 0.9142 11.0135 -0.1 0.0 0.4
O 5.5627 10.7788 9.2501 0.2 0.0 -0.2
C 13.1882 9.4406 8.8774 -0.8 -0.5 -0.1
H 14.6088 5.8515 9.2567 -0.4 0.0 -0.4
C 9.0051 4.5014 11.2359 0.4 0.1 0.1
C 8.4216 11.9459 11.1448 -0.2 0.1 1.7
C 6.0740 0.8255 5.6603 -0.7 -0.7 -2.5
C 9.6641 7.8406 7.9360 -0.6 0.1 -0.9
H 11.0307 6.2741 16.1722 0.0 0.5 -0.3
C 13.7943 4.2404 5.6427 1.0 -0.6 -1.0
H 6.4322 12.7549 5.1876 0.8 0.2 0.5
C 7.0585 6.1978 11.6006 1.0 0.5 -0.6
H 11.0426 11.2708 9.0501 0.0 0.1 -0.3
H 4.8843 10.2058 8.8841 -0.2 0.0 -0.1
C 11.6219 4.2243 4.4198 0.7 -0.2 -0.1
Cl 10.6346 -0.0541 10.6874 0.6 -0.2 0.0
O 13.7517 3.6737 3.3587 0.0 0.1 0.4
C 8.2628 13.3869 9.1962 -1.2 0.6 0.4
C 5.2553 9.2633 13.7499 0.3 -0.4 -0.1
H 6.4746 12.3068 7.0103 0.0 0.2 -0.2
C 7.2331 4.6649 9.5805 -0.5 -0.7 -1.8
C 6.3452 12.0078 5.9730 -0.3 -0.6 -0.8
O 10.9721 4.5656 7.9705 0.3 0.5 -0.9
C 7.4659 8.3817 8.9555 -1.0 0.3 1.5
C 13.1850 4.4711 6.9454 1.2 0.3 -0.9
H 14.4230 12.3094 9.3139 0.4 -0.1 0.2
C 9.5161 12.7195 8.7346 1.0 -0.4 -0.9
C 13.5047 6.7944 12.6596 -0.3 3.0 0.8
H 9.9922 7.8136 16.0599 0.3 -0.2 -0.3
H 6.4450 4.0523 10.0192 0.2 0.1 0.6
O 10.9610 4.0887 3.4086 0.6 -0.1 -0.4
H 5.3558 10.2479 14.2010 0.2 -0.3 0.3
Cl 9.5418 6.1881 14.2841 0.4 0.5 1.3
H 7.8995 3.9604 9.0798 0.2 -0.2 0.3
C 7.6580 5.0281 3.4259 0.2 0.6 0.3
C 13.1944 9.1966 13.3308 0.6 2.3 -0.1
N 8.8714 6.4680 9.8430 4.1 4.2 5.2
H 6.4835 8.0463 9.2916 0.1 -0.3 0.4
C 4.5569 2.0519 7.0958 1.1 0.8 2.5
Cl 4.7275 11.4187 5.6662 -1.2 0.0 0.4
H 9.9524 4.5794 5.6715 -0.1 -0.2 0.2
H 5.1846 0.3675 3.6991 0.1 -0.2 0.1
H 7.0500 6.9103 7.0123 0.3 0.3 0.0
C 10.0967 11.6750 9.3780 -0.2 0.2 0.3
Cl 9.0013 6.0620 17.2432 0.1 0.2 -0.4
Cl 7.3122 3.9739 4.7641 -0.3 -1.0 0.8
C 14.8281 7.7765 9.5000 1.4 -2.1 1.0
H 8.4588 4.5728 2.8479 -0.3 0.2 -0.2
H 9.5816 3.9691 10.4785 -0.1 0.1 -0.2
O 2.8181 1.3886 3.9116 0.7 -0.3 0.1
C 15.4142 8.2023 13.5353 0.6 0.0 0.3
H 7.0473 13.5137 10.9915 0.0 0.1 -0.1
C 8.4103 7.2211 8.6573 1.4 -0.2 -3.1
H 12.8779 11.0417 13.9632 0.8 -0.2 -0.1
H 4.5169 2.4812 8.0892 -0.8 0.4 0.0
H 10.0922 8.6931 8.4608 0.1 -0.3 0.3
C 14.6693 9.4728 13.5556 0.3 -1.6 -0.4
H 8.2656 5.7163 7.0014 0.3 -0.3 0.5
H 11.6345 7.9718 12.8742 -0.1 -0.3 -0.6
H 9.7494 5.0365 11.8233 -0.3 -0.3 0.5
O 10.0660 13.2514 7.6260 -0.3 -0.6 0.3
Cl 5.6706 9.4802 12.0283 -0.5 -0.1 0.1
H 10.4137 7.1726 7.5128 0.1 -0.5 1.1
O 15.1558 10.5785 13.6647 -0.7 -0.6 0.2
C 3.4497 2.0671 6.1975 -0.5 -0.5 -1.2
O 13.7284 11.7274 8.9832 -0.4 -1.1 0.2
H 8.7640 11.0477 12.7396 0.0 -0.4 0.2
H 9.2283 -0.4269 12.5545 -0.1 0.0 -0.2
C 11.6934 4.5626 6.8165 -0.7 -0.6 3.2
H 12.5361 3.0647 10.5911 -0.1 -0.2 -0.1
C 15.3724 10.1862 9.9151 -0.3 -1.3 0.0
C 9.5783 11.1137 10.6571 0.7 1.9 -2.8
C 10.0652 6.7326 15.9764 -0.8 -0.9 -0.2
H 15.3750 5.2200 12.5326 -0.3 0.0 -0.1
H 16.5826 8.4068 10.3996 0.2 0.1 -0.1
O 15.7826 5.9554 13.0020 -0.5 1.1 0.4
H 5.7503 5.9950 8.7706 -0.1 0.1 -0.3
C 7.8640 12.9999 10.5050 -0.2 -1.6 1.6
H 5.2012 11.0753 10.0889 -0.1 0.1 0.1
H 6.2398 4.6530 7.6968 -0.3 0.1 0.1
O 7.1462 0.3182 5.3785 -0.1 0.5 1.1
H 6.1775 6.5708 11.0800 -0.1 -0.2 0.1
C 5.7804 1.5834 6.8821 1.0 -0.6 -0.3
C 8.0126 5.4676 10.5975 0.2 -0.9 -0.4
H 12.6474 4.5612 10.8450 0.0 0.2 0.1
C 6.5907 5.4040 8.4045 0.6 0.2 0.5
O 13.0062 5.7979 12.2001 0.7 -0.8 -0.1
O 6.7966 1.7565 7.7397 -0.6 0.5 0.6
C 14.9281 7.0263 13.1033 1.1 -1.8 -0.7
O 15.2727 6.4855 9.5619 -0.1 1.1 0.3
O 12.3105 3.9172 10.2127 -0.2 -0.1 0.3
H 7.5365 7.0681 12.0496 0.1 -0.1 0.1
H 13.0755 3.4539 2.7055 -0.2 0.1 -0.3
C 4.9607 0.7667 4.6780 -0.5 0.5 0.1
H 9.3486 8.2502 6.9731 -0.9 0.3 0.2
C 13.4570 7.9867 9.0043 0.9 2.9 -0.3
H 6.6979 5.2046 2.9476 0.4 0.2 -0.4
O 12.4596 10.3319 13.4649 -1.2 -1.5 -0.3
H 11.5652 4.4995 8.7387 0.4 -0.1 0.4
C 3.7613 1.3549 4.8769 -0.1 0.4 -0.1
C 14.0088 10.4269 9.2751 0.2 1.6 -0.6
C 7.6215 6.2693 7.6848 -0.4 0.4 0.2
O 13.8463 4.5824 7.9725 -1.2 -0.2 -0.9
C 11.0284 4.4772 5.6836 -1.3 0.6 -0.5
H 14.8563 4.0736 5.5218 0.2 0.2 0.7
Cl 8.2850 6.5623 4.1093 -0.1 0.1 -0.5
C 13.1374 4.0423 4.4838 -0.9 0.1 0.0
O 16.1292 11.0615 10.2925 -1.1 -0.4 -0.5
H 7.1890 8.9609 8.0755 0.8 -0.2 -0.3
C 12.7154 8.0191 12.8900 -1.1 0.5 0.6
H 4.2650 8.8443 13.9130 0.0 0.3 -0.5
Cl 7.3904 10.6197 5.6017 0.8 0.2 0.2
Cl 6.3594 8.0342 14.4179 0.0 0.5 0.4
O 8.0658 11.6267 12.4078 -0.2 0.4 -0.4
H 8.6481 -1.2581 11.0249 0.4 -0.2 0.4
H 6.8156 5.5063 12.4060 -0.1 -0.1 -0.2

***

[2]
120
Properties=species:S:1:pos:R:3:forces:R:3 method="wB97M-V/def2-TZVPD" spin_multiplicity=1 smiles="O=C1OC[C@@H](F)O1.O=C1OC[C@@H](F)O1.O=C1OC[C@@H](F)O1.O=C1OC[C@@H](F)O1.c1cc[nH]c1.c1cc[nH]c1.c1cc[nH]c1.c1cc[nH]c1.c1cc[nH]c1.c1cc[nH]c1.c1cc[nH]c1.c1cc[nH]c1" total_energy_ev=-93828.9694 charge=0 orbital_gap_ev=7.801 homo_ev=-7.7 e_lumo_ev=0.11
O -0.9852 -5.5994 -2.2216 0.4 0.2 -0.5
C 2.2568 -0.1047 4.4548 1.0 0.5 -0.8
C 4.6266 2.6550 -0.5155 0.6 0.5 0.8
F -5.2790 5.2613 3.3399 -0.1 0.1 0.3
C 4.8587 -0.3926 -3.9013 -0.5 -0.9 -1.1
C -3.2987 2.6661 2.7402 0.2 -0.4 1.3
C -0.3864 -1.3114 -5.1224 0.3 -1.2 0.3
H 4.8928 -2.7727 -6.0454 -0.2 -0.1 0.0
C 0.4858 4.4419 2.7039 -0.8 -0.6 1.3
H -1.2808 -1.9901 4.3807 -0.4 -0.1 0.3
N 4.6669 -2.1981 -5.2536 -0.8 1.3 0.0
N 1.0542 -0.4004 2.6072 -0.6 -0.5 0.4
C 1.8117 4.4666 0.9569 1.4 0.1 -0.3
C 0.9038 -0.1101 4.7792 -2.0 -0.9 0.8
C -2.3332 -1.6267 -4.1027 -0.2 -0.5 1.0
H 2.6979 -0.5297 -3.2979 0.1 0.1 0.0
H -5.0702 -3.2680 6.0582 0.0 -0.1 -0.3
H 2.7857 3.1860 -1.6219 0.2 0.2 0.1
N -3.1078 -3.0710 6.8063 0.5 0.6 -0.1
H 2.9530 -1.9315 -0.0732 0.3 0.1 0.0
H -1.6745 -0.6850 -2.2621 -0.2 0.0 0.0
H 5.2572 3.5173 -0.3658 -0.1 0.1 -0.2
H 0.5412 -3.5098 -3.9050 -0.6 0.0 -0.8
C -5.1314 3.9232 3.1939 0.5 0.0 0.5
H 3.1054 -0.2511 2.3384 0.3 0.0 0.4
N 3.9561 -3.0387 -1.6406 -0.3 -0.3 0.3
F 0.1242 6.2498 -0.6048 0.7 0.3 -0.4
C -4.5956 2.5220 0.1080 0.0 -0.4 -0.6
O 0.4504 4.4328 -2.0284 0.5 1.3 0.0
H 6.4710 -1.1397 -5.2703 0.1 0.1 0.3
C -1.6383 -1.9876 -5.2243 -0.2 1.4 0.1
H -3.6533 3.0677 0.1534 -0.2 0.1 0.2
C 4.1163 -4.3876 -1.9089 0.0 1.4 0.3
F 1.5755 -5.1719 -4.2331 -0.2 -0.2 -1.2
H 0.4243 -1.4040 -5.8287 0.1 0.2 0.0
O -1.3953 3.3118 -1.5365 0.4 -0.2 -0.1
H 0.3484 1.1987 -1.0124 0.0 -0.1 0.3
H 0.3376 -0.0451 5.6986 0.7 0.1 0.4
C -1.9013 -2.5840 6.3354 -0.9 -0.7 0.8
H 5.3029 0.4451 -3.3930 -0.2 0.0 0.1
O -3.7695 2.2323 3.9128 0.4 -0.3 0.5
C -1.3592 4.4488 -0.6596 -0.4 0.0 -0.7
H 4.2615 -0.5270 -0.0420 0.1 0.2 0.1
H -5.0200 1.2903 -1.6410 0.2 -0.2 -0.1
C -0.2220 3.2986 -2.2349 -0.5 -0.8 0.0
H 0.5920 -0.3781 -3.4207 -0.4 0.4 0.3
N -1.2869 0.5542 0.1954 1.6 -1.6 -0.3
H 4.1311 -2.3093 -2.3168 0.0 0.0 0.1
H 3.0999 0.1048 5.0925 0.0 -0.1 0.1
H -3.8676 -2.4096 3.6924 -0.1 0.2 0.1
O -4.7563 0.2088 0.0571 0.7 0.2 0.1
C 3.6707 -5.0496 -0.8001 -0.3 -0.6 0.5
H -2.6044 -0.8701 1.1444 0.1 0.3 0.0
N 1.8147 3.1775 1.4357 -1.7 1.5 0.6
C -4.3779 1.2808 -0.7590 -1.6 0.2 -0.9
N -1.5047 -0.9283 -3.2232 -0.1 -0.6 -1.4
H -0.8839 -0.5816 3.5080 0.2 0.5 -0.1
O -2.6659 -6.0605 -3.6240 0.0 -0.7 -0.7
C 3.0427 1.1336 -0.8934 0.5 -0.3 -0.8
C -3.4359 -2.5133 4.6734 -0.6 -0.2 1.0
H -5.4149 2.6682 5.0493 -0.1 0.1 -0.1
O -4.4755 -0.0389 2.2881 -0.6 0.1 0.0
H 2.3316 2.4097 1.0419 -0.1 -0.1 0.0
H -0.7174 -2.6842 0.5342 -0.4 -0.1 -0.1
H 0.7968 -0.4537 1.6293 0.1 -0.2 0.1
C -4.6616 3.1899 4.4675 0.1 0.3 -0.5
H -0.9192 4.1621 0.2976 -0.2 0.2 0.1
C 5.4833 -1.1743 -4.8351 1.0 -0.7 0.0
H 0.8141 2.2379 3.0371 -0.4 0.1 0.1
H 4.5226 -4.6206 -2.8784 0.0 -0.5 0.1
H -6.0478 3.5452 2.7382 0.2 -0.1 -0.1
C -0.4488 5.3713 -1.4361 -0.7 -0.3 0.4
C -4.0568 -2.9865 5.8255 0.3 -0.1 -0.5
C -1.7045 -0.6936 0.5732 -0.8 -0.4 1.1
C 3.2008 -4.0999 0.1567 0.0 -0.5 -0.7
C 3.3658 -2.8654 -0.4095 -0.1 -0.2 -0.2
C 0.3037 -4.9748 -2.3448 -0.1 0.0 0.3
C -4.7114 0.6479 1.3555 0.0 -0.8 -0.3
C 1.0815 5.3058 1.7785 0.4 -0.9 -1.0
H 1.0705 -5.6754 -2.0216 0.0 -0.2 -0.4
H -1.7812 1.4250 0.2589 0.3 -0.3 0.4
C 3.3910 -1.9514 -4.7454 1.1 -0.6 -0.6
H 2.7199 -4.3910 1.0759 0.1 0.4 0.1
C -0.7847 -1.6523 0.2336 0.6 1.1 -0.4
C -0.3065 -0.7807 -3.8554 0.6 0.1 -0.7
H 0.9414 6.3623 1.6414 0.0 0.0 0.1
H -0.2074 4.6647 3.5028 0.1 0.3 0.0
C 0.2439 -0.9257 -0.4505 0.3 -1.4 -0.3
H 3.5906 -6.1108 -0.6204 0.3 -0.1 -0.3
C 3.3947 2.4887 -1.0693 0.0 0.1 -0.5
O 0.1433 2.3974 -2.9187 0.0 0.3 0.1
C 0.9210 3.1616 2.4892 1.1 -0.9 -0.2
C 2.3222 -0.2768 3.0801 -0.1 0.4 -0.2
H -5.4224 3.1418 -0.2310 0.2 0.1 -0.1
C 4.0929 0.5164 -0.2535 -0.5 -0.6 0.0
H -2.3672 4.8557 -0.6250 0.0 -0.1 0.5
C -1.5523 -5.7087 -3.4643 0.1 1.6 1.6
H 2.5417 -2.5024 -5.1118 0.0 -0.1 0.3
H 2.2508 0.7046 -1.4819 -0.1 -0.4 0.5
H -1.0393 -2.6392 6.9783 0.1 0.2 -0.2
H -3.3466 -1.8968 -3.8524 0.0 0.1 0.3
H -4.0722 3.8701 5.0861 -0.3 0.1 0.1
C 3.5143 -0.9045 -3.8945 -0.6 1.0 0.8
O -4.9562 1.9738 1.3680 -0.7 -1.3 -0.5
N 5.0204 1.4597 0.0418 0.1 0.6 -0.6
H -2.0475 -2.5488 -6.0475 0.1 0.0 0.0
C -0.0928 0.3800 -0.4695 -0.6 1.5 -0.1
O -0.7493 -5.1107 -4.3981 0.3 -0.2 -0.6
H 5.9522 1.3011 0.3797 -0.1 -0.2 0.2
H 1.0844 -1.3753 -0.9567 0.1 0.1 0.1
H -3.2368 -3.4280 7.7346 -0.2 0.1 0.0
C -2.1017 -2.2328 5.0402 1.0 -0.3 -0.9
H 2.4111 4.6464 0.0785 -0.1 0.4 0.1
F -3.0967 1.1520 -1.1799 -0.8 0.2 -0.4
C 0.3966 -4.5854 -3.8178 1.0 -0.5 2.0
C 0.1671 -0.4051 3.6615 0.8 0.9 -1.3
O -2.4091 2.1250 2.1601 -0.1 0.7 -0.4
H -0.9556 5.9421 -2.2171 0.1 -0.1 -0.2
O -4.0036 3.7371 2.3557 0.5 1.8 0.0
H 0.4851 -4.0872 -1.7358 -0.9 0.0 0.3